C4H2Cl2 | ωB97M-V/def2-TZVPD

Kohn-Sham gap (alpha / beta) = 7.7 / 6.2 eV
Largest force on an atom = 3.995 eV/A
Energy above the lowest of the compared OMol25 structures with the same formula, charge and spin = 160.6 kcal/mol
E_tot = -1073.6567 Ha

CARTESIAN COORDINATES (ANGSTROEM)
1 C 0.105 1.942 -0.058
2 C -0.946 1.047 0.045
3 C -1.757 0.182 0.299
4 C 0.930 -0.666 0.062
5 Cl 2.331 -1.779 -0.023
6 Cl 1.430 0.951 -0.148
7 H -2.283 -0.641 0.662
8 H 0.190 -1.035 -0.839

Atom charges from the natural (NBO) analysis, given in e for atoms 1 to 2: atom 1 (C): -0.2656, atom 2 (C): -0.1837